C20H55MgN4O6 | ωB97M-V with the def2-TZVPD basis set

```
86
Properties=species:S:1:pos:R:3:lowdin_charge:R:1
Mg -1.43779 0.60260 -1.28846 0.240
O 0.30139 2.32317 -1.20920 -0.260
O 3.11673 3.78812 2.78733 -0.171
O 0.87193 -7.24652 1.49944 -0.057
O -0.39812 -0.32187 -2.71418 -0.248
O -0.42470 -0.15710 0.24106 -0.342
O -2.70679 -3.26016 -2.41682 -0.217
N -2.27471 1.81274 -2.79181 0.004
N -3.11333 -0.70912 -1.51614 0.058
N -2.30446 2.06930 -0.08407 -0.002
N 4.46096 0.43584 2.94039 0.028
C 1.54658 -5.38319 2.58702 -0.097
C -2.14372 -2.92521 -1.14084 -0.151
C 3.82338 1.53966 3.52494 -0.488
C 0.48049 -0.43015 1.28303 -0.421
C -4.46933 -2.37050 -0.21311 -0.059
C -0.07416 3.21683 -0.09950 -0.128
C 4.48979 2.04666 4.76685 -0.056
C 0.81079 -1.06883 -2.71348 -0.067
C -1.98258 1.09423 -4.04973 -0.373
C 1.75611 2.05905 -1.26092 -0.020
C -1.94644 -4.08399 -3.33170 -0.066
C -1.61164 3.37133 -0.01751 -0.389
C -3.12191 -1.82376 -0.63343 -0.435
C 3.84010 2.59502 2.43282 -0.196
C 0.25849 -1.81158 1.94363 -0.095
C -0.52569 0.51352 -3.84043 -0.163
C -2.16124 2.13167 -5.14167 -0.096
C 4.02516 4.84347 3.04935 -0.129
C -2.12924 4.11358 1.23932 -0.050
C 0.41834 -6.32312 2.40966 -0.389
H -0.86652 -3.99292 -3.21516 0.077
H 3.88883 2.85993 5.17371 0.081
H 0.19380 -2.61947 1.21478 0.059
H 0.02071 -6.75063 3.33011 0.114
H -1.93151 -3.78883 -0.51059 0.128
H -0.65061 -1.66023 2.52564 0.069
H 1.10654 -2.03430 2.59118 0.057
H 3.98727 0.01828 2.15214 0.072
H 0.76034 -1.97823 -3.31226 0.094
H 1.14225 -1.28701 -1.69828 0.100
H 4.72582 4.99105 2.22752 0.081
H -2.32309 -5.07796 -3.09034 0.085
H -3.25045 2.42179 -0.11503 0.056
H -2.17809 1.60091 0.80178 0.090
H -1.96962 2.75373 -2.99567 0.076
H -2.03903 3.51416 2.14522 0.079
H 3.33572 2.25024 1.53014 0.100
H 0.18900 2.67788 0.81066 0.123
H -4.35118 -3.13988 0.54990 0.077
H 2.02289 1.37992 -2.07067 0.075
H 1.99510 1.65492 -0.27722 0.069
H -4.95726 -3.01306 -0.94601 0.081
H -3.00815 2.80716 -5.02100 0.060
H -0.34388 0.02013 -4.79522 0.137
H 2.82444 1.17406 3.76274 0.136
H 1.47150 -0.59208 0.85903 0.072
H 4.68247 4.67926 3.90322 0.073
H 3.55768 5.81781 3.19159 0.086
H 2.41724 -5.96904 2.88171 0.083
H 1.77402 -4.88383 1.64521 0.075
H -3.40519 -1.17219 -2.36495 0.093
H -1.18792 -2.40998 -1.23619 0.093
H 0.08801 -7.73408 1.23608 0.089
H 2.19049 3.05149 -1.38126 0.094
H 5.49090 2.40997 4.53473 0.088
H -0.44541 -5.79388 2.00723 0.105
H -2.72824 -1.57626 0.35240 0.125
H 4.58491 -0.29118 3.63046 0.081
H 4.55861 1.34069 5.59448 0.079
H 1.25989 -4.57377 3.25839 0.071
H -1.39343 2.89016 -5.29420 0.086
H -2.61133 0.21526 -4.19178 0.130
H -2.43138 1.58572 -6.04559 0.078
H -5.01664 -1.58230 0.30390 0.079
H 0.19407 1.30639 -3.63697 0.125
H -3.92298 -0.12003 -1.38374 0.064
H -1.58064 5.01230 1.52117 0.077
H -2.22888 -3.85674 -4.35965 0.083
H -1.98959 3.79269 -0.94902 0.112
H -3.19680 4.30352 1.12822 0.070
H 1.63456 -0.53194 -3.18385 0.089
H 4.83370 2.75033 2.01241 0.128
H 0.59782 0.34327 2.04208 0.092
H 0.36123 4.21610 -0.09759 0.132
H -3.25609 1.94923 -2.98767 0.007
```

The gap between HOMO and LUMO (alpha / beta) is 2.74 / 8.52 eV. The largest force on an atom is 4.3 eV/A. As for the multiplicity: 2. The LUMO energy (alpha / beta) is 0.3 / 0.3 eV.